{
  "formula": "C7H23N4O8P3PdS2",
  "method": "ωB97M-V/def2-TZVPD",
  "total_charge": 2,
  "orbital_gap_ha": 0.2816,
  "species": ["Pd", "N", "C", "C", "P", "O", "O", "O", "P", "O", "O", "O", "H", "H", "H", "H", "H", "H", "H", "H", "N", "C", "P", "O", "O", "C", "N", "H", "H", "H", "H", "H", "H", "H", "H", "H", "H", "S", "C", "N", "C", "C", "S", "H", "H", "H", "H", "H"],
  "positions_angstrom": [[-0.999458, 0.983315, -0.094804], [-0.271544, -3.320042, 0.026563], [-1.234611, -2.505639, -0.803853], [-2.136071, -3.450589, -1.601400], [-2.227490, -1.503144, 0.454169], [-3.328241, -2.550703, 0.919034], [-2.826577, -0.292409, -0.209754], [-1.292310, -1.329002, 1.609331], [-0.213428, -1.445192, -1.949722], [-0.519084, -1.941094, -3.408068], [1.241866, -1.881213, -1.706213], [-0.539030, 0.007545, -1.814383], [-0.789668, -3.886339, 0.700756], [0.388518, -2.674808, 0.550331], [0.287449, -3.942470, -0.559333], [-2.662456, -4.124005, -0.926394], [-1.570774, -4.034112, -2.327825], [-2.883899, -2.875954, -2.147563], [-4.228045, -2.391736, 0.603449], [-1.113228, -1.385019, -3.930114], [0.553849, -0.619440, 3.468092], [1.533450, 0.362581, 2.898855], [1.798133, -0.141940, 1.142983], [1.480316, -1.611671, 1.160846], [1.028192, 0.855214, 0.292990], [3.503381, 0.000017, 0.531331], [3.497386, -0.874829, -0.673201], [0.984772, -1.545281, 3.496742], [-0.277277, -0.745199, 2.827866], [0.249413, -0.359269, 4.405340], [2.442970, 0.344543, 3.497668], [1.087879, 1.354045, 2.941824], [4.252004, -0.311756, 1.260599], [3.701008, 1.029659, 0.242286], [1.994035, -1.301132, -1.295108], [3.842141, -1.791968, -0.405941], [4.142362, -0.515493, -1.368855], [-1.619971, 2.462030, 1.552456], [-1.323221, 3.587347, 0.264890], [-0.374961, 4.488598, 0.273735], [-0.079292, 5.159361, -0.997360], [-1.337087, 5.009465, -1.851335], [-2.219712, 3.545637, -1.203332], [0.227791, 4.575061, 1.080462], [0.778504, 4.662010, -1.453805], [0.166018, 6.204444, -0.824177], [-1.105402, 4.861209, -2.901862], [-2.008603, 5.859367, -1.748198]],
  "forces_ev_per_a": [[-0.1675, -0.7124, -0.4695], [0.0545, 0.0132, -0.0080], [-0.0021, 0.0162, -0.0216], [0.0038, 0.0005, 0.0115], [0.1895, -0.0352, 0.6463], [-0.1438, 0.0771, -0.2562], [0.0996, 0.2787, -0.0639], [-0.0466, -0.0181, 0.0339], [-0.1243, 0.0287, 0.0401], [0.0108, -0.0211, 0.0491], [0.0096, -0.0260, -0.0214], [0.0341, -0.0212, -0.0731], [0.0071, 0.0149, 0.0132], [0.0206, 0.0254, 0.0269], [-0.0064, -0.0033, 0.0033], [0.0001, -0.0030, -0.0007], [0.0047, 0.0060, -0.0017], [-0.0026, -0.0022, -0.0065], [0.0030, 0.0089, -0.0106], [0.0009, 0.0105, -0.0042], [-0.0215, -0.0063, -0.0899], [0.0537, 0.0257, 0.0403], [0.0212, -0.0831, 0.0590], [-0.0477, -0.0095, -0.0447], [0.0297, 0.3892, -0.0069], [0.0424, -0.0156, -0.0456], [-0.0973, 0.1294, 0.1700], [-0.0178, 0.0061, 0.0055], [-0.0238, -0.0669, 0.0080], [-0.0209, 0.0048, -0.0066], [-0.0122, -0.0172, 0.0155], [0.0035, -0.0013, 0.0007], [-0.0337, 0.0224, 0.0537], [0.0174, 0.0053, -0.0014], [0.2098, -0.2100, -0.1319], [-0.0704, -0.0101, -0.0725], [-0.0409, 0.0278, -0.0154], [0.1323, 0.0015, -0.0523], [0.0354, 0.0441, 0.1337], [-0.0805, 0.0603, 0.0405], [-0.0083, 0.0108, 0.0023], [-0.0622, 0.0440, 0.0144], [0.0202, 0.0163, 0.0511], [0.0209, -0.0059, -0.0151], [0.0019, 0.0064, -0.0019], [0.0000, -0.0006, 0.0062], [-0.0007, -0.0082, 0.0006], [0.0043, 0.0031, -0.0043]],
  "nbo_charge": [0.98, -0.72, -0.62, -0.64, 2.40, -1.00, -1.10, -1.21, 2.44, -0.97, -1.06, -1.07, 0.44, 0.51, 0.44, 0.24, 0.24, 0.25, 0.53, 0.54, -0.70, -0.61, 2.17, -1.18, -1.12, -0.60, -0.84, 0.45, 0.50, 0.44, 0.25, 0.26, 0.23, 0.24, 0.55, 0.40, 0.40, -0.04, -0.03, -0.52, -0.23, -0.54, 0.44, 0.44, 0.22, 0.25, 0.27, 0.25]
}

=====

{
  "formula": "C4H6O2",
  "method": "ωB97M-V/def2-TZVPD",
  "smiles": "C1O[C@H]2C[C@H]2O1",
  "total_charge": 0,
  "orbital_gap_ha": 0.3869,
  "species": ["C", "O", "C", "C", "C", "O", "H", "H", "H", "H", "H", "H"],
  "positions_angstrom": [[0.292265, -1.530819, 0.318724], [-0.926834, -0.881346, 0.464212], [-0.848575, 0.232746, -0.403112], [-0.212586, 1.381241, 0.279263], [0.741196, 0.523533, -0.460469], [1.322019, -0.534076, 0.277623], [0.334652, -2.020090, -0.663514], [0.392236, -2.227964, 1.164562], [-1.848603, 0.392383, -0.865825], [-0.407923, 2.304852, -0.248474], [-0.245292, 1.374355, 1.354703], [1.407446, 0.985184, -1.217692]],
  "forces_ev_per_a": [[0.3299, -0.3687, -0.1214], [0.0566, -0.0251, -0.0456], [-0.1000, 0.3394, 0.4420], [-0.0290, 0.5514, 0.2983], [-0.7874, -0.1659, -0.4044], [-0.5939, 0.0642, 0.0669], [-0.1000, -0.3479, 0.1506], [0.3997, 0.3661, -0.3724], [1.4330, -0.2091, -0.7793], [0.0190, 0.3239, 0.2806], [0.1710, 0.2148, 0.2537], [-0.7990, -0.7431, 0.2309]],
  "nbo_charge": [0.23, -0.52, 0.02, -0.47, 0.08, -0.53, 0.14, 0.18, 0.22, 0.21, 0.23, 0.22]
}

=====

{
  "formula": "H20O10",
  "method": "ωB97M-V/def2-TZVPD",
  "total_charge": 1,
  "multiplicity": 2,
  "s_squared": 0.757,
  "orbital_gap_ha": [0.3970, 0.1152],
  "species": ["O", "H", "H", "O", "H", "H", "O", "H", "H", "O", "H", "H", "O", "H", "H", "O", "H", "H", "O", "H", "H", "O", "H", "H", "O", "H", "H", "O", "H", "H"],
  "positions_angstrom": [[5.600030, 11.546710, -9.301260], [5.795630, 11.080330, -8.488570], [6.415110, 11.509060, -9.801710], [4.501850, 6.949590, -7.379550], [4.478550, 5.994070, -7.327850], [4.550750, 7.138100, -8.316730], [1.912880, 6.726000, -10.011000], [1.691890, 6.032160, -9.389720], [1.715480, 7.537980, -9.544150], [2.529480, 8.835170, -6.915890], [3.164160, 8.135010, -7.068150], [2.869300, 9.305790, -6.154790], [3.533010, 9.727310, -9.508870], [3.218990, 9.784430, -8.606450], [4.335550, 10.248920, -9.517170], [-0.016270, 8.657370, -8.376470], [0.656020, 8.867260, -7.728240], [-0.656780, 8.132330, -7.896570], [1.407190, 11.333030, -10.081310], [0.776990, 10.987830, -10.713700], [2.140640, 10.718840, -10.113700], [4.482520, 8.295860, -11.869770], [3.897270, 8.625580, -11.187860], [4.918660, 9.077030, -12.210050], [5.690500, 9.758820, -7.407310], [5.352220, 8.883610, -7.218120], [6.332150, 9.922680, -6.716170], [3.567990, 13.589080, -8.757110], [3.925630, 12.702380, -8.711310], [4.015480, 13.990150, -9.502170]],
  "forces_ev_per_a": [[-0.4659, 0.6166, -0.5733], [0.1414, -0.5535, 0.6297], [0.2242, 0.1356, -0.3327], [0.0117, 0.5770, 0.1201], [0.0184, -0.3507, 0.1951], [0.0307, -0.1208, -0.6963], [0.5139, 0.0097, -0.1938], [-0.1777, -0.2245, 0.0857], [-0.4000, 0.2120, 0.1816], [-0.4640, 0.8800, -0.3255], [0.3545, -0.9610, 0.0283], [-0.0777, 0.1903, 0.3600], [-1.1794, -0.0071, -0.6093], [-0.2807, -0.4508, 0.9434], [0.9171, 0.5508, -0.2663], [0.1593, 0.1722, -0.5273], [0.4086, 0.0647, 0.4694], [-0.3353, -0.1339, 0.0301], [-0.8104, 1.4725, 0.8287], [-1.0022, -0.1710, -0.7968], [2.1373, -1.3474, 0.1935], [0.1317, -0.1384, -0.1012], [-0.2345, -0.1157, 0.2601], [0.1765, 0.1264, -0.2306], [0.0412, 0.2731, 0.2854], [-0.0732, -0.5781, -0.0038], [0.2801, 0.0222, 0.3181], [-1.0040, 0.1590, 0.2915], [0.6103, -0.6914, -0.0237], [0.3481, 0.3822, -0.5399]],
  "nbo_charge": [-1.00, 0.51, 0.50, -0.98, 0.51, 0.50, -0.94, 0.47, 0.47, -0.99, 0.50, 0.49, -1.00, 0.50, 0.51, -0.95, 0.49, 0.49, -0.45, 0.50, 0.50, -0.93, 0.47, 0.46, -0.98, 0.51, 0.50, -0.64, 0.49, 0.49]
}

=====

> Which formula does entry 2 have?

C4H6O2

=====

> What is the formula in the first record?

C7H23N4O8P3PdS2